No. 1
{
  "formula": "C41H46B2N4O7V",
  "method": "wB97M-V/def2-TZVPD",
  "homo_ev": [-5.21, -4.58],
  "lumo_energy_ev": [0.17, 0.11],
  "s_squared": 0.84,
  "multiplicity": 2,
  "species": ["V", "C", "O", "C", "N", "C", "C", "C", "C", "C", "C", "C", "C", "C", "C", "C", "C", "N", "C", "N", "C", "C", "O", "C", "C", "C", "C", "C", "C", "H", "H", "H", "H", "H", "H", "H", "H", "H", "H", "H", "H", "H", "H", "H", "H", "H", "H", "H", "O", "C", "C", "C", "C", "C", "C", "N", "H", "H", "H", "H", "H", "H", "H", "H", "H", "H", "H", "C", "C", "C", "O", "B", "O", "C", "C", "C", "H", "H", "H", "H", "H", "H", "H", "H", "H", "H", "H", "H", "O", "B", "O", "C", "C", "C", "C", "C", "C", "H", "H", "H", "H"],
  "positions_angstrom": [[-0.381, 0.387, 0.591], [3.165, 0.335, 3.473], [2.161, 1.176, 3.989], [1.154, 1.100, 3.042], [1.118, -0.214, 2.484], [2.407, -0.843, 2.820], [3.174, -1.517, 1.712], [2.552, -2.048, 0.590], [3.292, -2.752, -0.344], [4.654, -2.939, -0.171], [5.280, -2.404, 0.940], [4.543, -1.701, 1.876], [0.445, 2.169, 2.582], [0.474, 3.459, 3.203], [-0.314, 4.474, 2.719], [-1.143, 4.237, 1.627], [-1.098, 2.977, 1.023], [-0.325, 1.949, 1.460], [-1.762, 2.635, -0.168], [-1.619, 1.440, -0.687], [-2.264, 1.456, -1.997], [-2.709, 2.940, -2.143], [-2.532, 3.511, -0.863], [-1.400, 1.011, -3.161], [-1.660, 1.498, -4.440], [-0.874, 1.118, -5.514], [0.165, 0.223, -5.333], [0.396, -0.303, -4.074], [-0.375, 0.090, -2.993], [3.815, 0.041, 4.296], [3.733, 0.868, 2.698], [2.214, -1.620, 3.581], [1.488, -1.904, 0.454], [2.802, -3.162, -1.215], [5.229, -3.491, -0.901], [6.343, -2.536, 1.078], [5.040, -1.303, 2.748], [1.136, 3.599, 4.042], [-0.288, 5.453, 3.173], [-1.798, 4.988, 1.222], [-3.152, 0.795, -1.969], [-3.752, 3.063, -2.444], [-2.057, 3.473, -2.846], [-2.476, 2.183, -4.612], [-1.072, 1.524, -6.496], [0.786, -0.069, -6.167], [1.187, -1.026, -3.928], [-0.168, -0.293, -2.004], [-1.043, -1.312, -0.208], [-2.216, -1.701, -0.336], [-3.333, -1.129, 0.502], [-4.397, -2.151, 0.901], [-5.494, -2.259, -0.156], [-4.922, -2.374, -1.572], [-3.709, -3.298, -1.651], [-2.473, -2.645, -1.280], [-3.802, -0.298, -0.034], [-2.866, -0.692, 1.387], [-4.841, -1.852, 1.852], [-3.923, -3.120, 1.064], [-6.133, -1.375, -0.104], [-6.121, -3.127, 0.067], [-4.622, -1.394, -1.947], [-5.697, -2.759, -2.237], [-3.584, -3.632, -2.683], [-3.880, -4.190, -1.035], [-1.649, -2.930, -1.789], [3.722, 0.335, -2.166], [3.449, 1.303, -1.007], [4.768, 1.575, -0.285], [2.550, 0.638, -0.117], [1.271, 1.105, -0.308], [1.280, 2.187, -1.153], [2.632, 2.566, -1.443], [2.977, 3.790, -0.586], [2.736, 2.935, -2.921], [4.124, -0.584, -1.746], [4.435, 0.745, -2.876], [2.793, 0.107, -2.680], [5.170, 0.622, 0.054], [4.645, 2.214, 0.584], [5.478, 2.038, -0.966], [2.834, 3.555, 0.467], [2.303, 4.603, -0.843], [4.003, 4.103, -0.766], [2.236, 2.193, -3.536], [3.777, 3.028, -3.223], [2.232, 3.885, -3.078], [-1.234, -0.497, 3.229], [-0.086, -0.960, 2.560], [-0.171, -2.349, 2.342], [-1.357, -2.726, 2.887], [-1.926, -3.980, 2.956], [-3.144, -4.086, 3.626], [-3.758, -2.982, 4.196], [-3.187, -1.715, 4.125], [-1.989, -1.605, 3.449], [-1.442, -4.841, 2.521], [-3.607, -5.058, 3.709], [-4.702, -3.101, 4.707], [-3.643, -0.854, 4.586]],
  "forces_ev_per_a": [[-0.05, -4.08, -0.26], [0.23, -0.23, -0.25], [-0.66, 0.09, 0.13], [-0.05, 1.07, -0.07], [0.31, 0.86, -0.34], [0.31, -0.28, 0.26], [0.04, -0.15, 0.07], [0.04, -0.10, 0.17], [-0.17, -0.07, 0.01], [0.06, -0.01, -0.09], [0.14, -0.03, -0.06], [-0.22, 0.01, 0.00], [1.45, -1.44, 1.23], [-0.58, 1.34, -0.28], [1.60, -0.68, 1.66], [-0.92, -1.98, -2.19], [0.06, 2.70, 1.67], [-0.60, 2.85, 1.59], [-1.12, -1.04, -2.05], [-0.34, 1.47, 0.38], [-0.49, 0.16, -0.28], [-0.07, -0.25, -0.62], [0.39, 0.07, 0.83], [-0.01, -0.14, 0.09], [0.04, -0.08, 0.09], [0.01, 0.00, -0.08], [0.00, -0.04, -0.06], [0.07, -0.13, 0.06], [-0.09, 0.09, 0.03], [0.02, -0.04, -0.07], [0.03, -0.07, 0.06], [0.03, 0.25, -0.13], [0.00, -0.04, -0.07], [-0.06, -0.02, -0.08], [0.01, -0.04, -0.06], [0.09, -0.01, 0.03], [0.09, 0.07, 0.12], [0.05, 0.06, 0.11], [0.03, 0.03, 0.11], [-0.08, 0.12, -0.11], [0.19, 0.14, 0.03], [0.12, -0.01, 0.05], [-0.12, -0.11, 0.10], [-0.10, 0.13, 0.00], [-0.04, 0.04, -0.08], [0.03, -0.03, -0.07], [0.08, -0.02, 0.01], [0.06, -0.02, -0.12], [-0.78, -0.81, -0.18], [-0.20, -0.59, -0.78], [0.05, -0.07, 0.19], [-0.20, 0.14, -0.13], [0.16, -0.03, -0.01], [-0.09, -0.19, 0.12], [-0.52, -0.05, -0.06], [0.62, 0.49, 0.48], [0.15, 0.02, -0.10], [0.02, -0.01, -0.12], [0.10, -0.08, -0.05], [-0.03, 0.01, 0.11], [-0.07, -0.02, 0.00], [-0.01, 0.03, -0.04], [-0.06, 0.02, -0.08], [0.02, 0.07, -0.08], [0.05, 0.00, 0.10], [0.04, 0.03, -0.07], [0.04, 0.05, 0.10], [-0.09, 0.19, 0.35], [0.36, 0.04, -0.42], [-0.38, -0.10, -0.08], [0.74, 0.17, 0.11], [0.97, -0.10, -0.51], [0.10, 0.74, -0.60], [0.40, 0.31, 0.08], [-0.24, -0.34, -0.19], [-0.17, -0.17, 0.40], [0.03, -0.06, -0.04], [0.08, 0.05, -0.11], [-0.10, -0.06, -0.12], [0.09, -0.08, -0.02], [-0.06, 0.07, 0.07], [0.15, 0.07, -0.05], [0.07, 0.03, 0.14], [-0.07, 0.09, -0.02], [0.07, 0.10, 0.07], [0.04, -0.15, -0.11], [0.11, 0.06, -0.10], [-0.01, 0.15, -0.07], [-0.67, 0.22, 0.91], [-0.70, 0.20, -1.01], [0.34, -0.68, 0.21], [-0.34, 0.19, 0.28], [0.24, 0.28, -0.06], [-0.12, -0.10, 0.04], [-0.09, -0.14, 0.08], [0.35, 0.13, -0.21], [-0.08, -0.53, 0.08], [0.09, -0.07, -0.03], [-0.07, -0.04, 0.01], [-0.04, -0.05, 0.06], [-0.08, 0.12, 0.02]]
}

***

No. 2
{
  "formula": "C6H9N2O2S",
  "method": "wB97M-V/def2-TZVPD",
  "homo_ev": [-12.74, -12.74],
  "charge": 1,
  "lumo_energy_ev": [-5.35, -5.36],
  "species": ["C", "C", "C", "N", "C", "S", "C", "C", "N", "O", "O", "H", "H", "H", "H", "H", "H", "H", "H", "H"],
  "positions_angstrom": [[-3.440, -0.264, -0.197], [-2.375, 0.478, 0.064], [-1.066, 0.048, 0.192], [-0.679, -1.323, 0.428], [0.017, 0.995, 0.065], [-0.258, 2.698, -0.285], [1.422, 0.729, 0.236], [2.083, -0.312, -0.303], [3.478, -0.491, -0.072], [4.053, 0.388, 0.565], [4.054, -1.335, -0.722], [-4.397, -0.008, -0.643], [-3.502, -1.383, -0.407], [-2.392, 1.551, 0.045], [-0.942, -1.824, -0.482], [-1.241, -1.946, 1.197], [0.406, -1.307, 0.478], [1.060, 3.069, -0.030], [2.065, 1.430, 0.710], [1.654, -1.194, -0.836]],
  "forces_ev_per_a": [[-1.27, -2.62, -1.83], [-1.73, 0.24, -0.55], [5.03, 2.96, 0.68], [-0.62, -2.75, -0.66], [-2.73, -1.47, 0.54], [0.77, 0.04, 0.21], [0.88, -2.03, -1.09], [-2.17, -1.23, 0.46], [2.46, 1.97, -0.79], [-0.56, -0.71, 0.31], [-0.59, -0.70, 0.33], [0.05, 1.36, 0.86], [1.18, 1.08, 0.95], [-0.71, 0.40, 0.02], [0.66, 0.32, 1.33], [1.81, 2.25, -1.68], [-1.95, -0.61, 0.57], [-1.26, -0.22, -0.29], [0.24, 0.63, 0.63], [0.52, 1.09, 0.01]]
}

***

DFT total energy for the records above, in order: -90600.3028, -24265.1120 eV
Energy above the lowest of the compared OMol25 structures with the same formula, charge and spin for the records above, in order: 200.8, 492.9 kJ/mol